{
  "formula": "C29H74N4NaO8",
  "method": "ωB97M-V/def2-TZVPD",
  "charge": -1,
  "e_lumo_ev": -0.5,
  "largest_force_ev_per_a": 3.80,
  "e_homo_ev": -2.05,
  "e_tot_ha": -2132.08479,
  "species": ["Na", "C", "C", "O", "H", "H", "H", "H", "H", "C", "C", "O", "H", "H", "H", "H", "H", "C", "C", "C", "O", "C", "N", "H", "H", "H", "H", "H", "H", "H", "H", "H", "H", "H", "C", "C", "C", "O", "C", "N", "H", "H", "H", "H", "H", "H", "H", "H", "H", "H", "H", "C", "C", "C", "O", "C", "N", "H", "H", "H", "H", "H", "H", "H", "H", "H", "H", "H", "C", "C", "C", "C", "C", "C", "N", "O", "C", "C", "C", "H", "H", "H", "H", "H", "H", "H", "H", "H", "H", "H", "H", "H", "H", "H", "H", "H", "H", "H", "C", "C", "O", "H", "H", "H", "H", "H", "H", "C", "C", "O", "H", "H", "H", "H", "H", "H"],
  "coordinates": [[-4.3412, -4.3927, -4.7649], [-1.0053, 4.8778, -7.8549], [0.2648, 4.1691, -8.2824], [0.0914, 2.8200, -8.6593], [-0.8682, 5.9250, -8.1245], [-1.3206, 4.8089, -6.8138], [-1.8170, 4.4453, -8.4399], [1.0232, 4.3572, -7.5225], [0.8282, 4.6401, -9.0879], [-0.4666, 0.4503, -0.6762], [-0.6713, -0.0911, -2.1163], [-0.1042, -1.1975, -2.6254], [-0.9445, 1.4049, -0.4558], [0.5573, 0.6523, -0.3618], [-0.9094, -0.1173, 0.1423], [-0.3782, 0.6696, -2.8398], [-1.7520, -0.0953, -2.2581], [4.3762, -6.1956, 8.0233], [5.0233, -5.8585, 6.7879], [4.0754, -5.0448, 5.8383], [4.6918, -4.9070, 4.5507], [3.9154, -3.9887, 3.7614], [6.2505, -5.1059, 7.1570], [5.0349, -6.7080, 8.7244], [3.5724, -6.9291, 7.9600], [4.1201, -5.2583, 8.5173], [5.4460, -6.7521, 6.3286], [3.9112, -4.0441, 6.2378], [3.1066, -5.5049, 5.6441], [4.4962, -3.6126, 2.9192], [3.5877, -3.0598, 4.2282], [3.0174, -4.4505, 3.3510], [5.8155, -4.2093, 7.3215], [6.6305, -4.9108, 6.2418], [7.0319, -5.9432, -3.2694], [6.0832, -4.8756, -3.8835], [6.7331, -3.6823, -4.7503], [5.7940, -2.6666, -4.9748], [5.9447, -1.5521, -4.0851], [5.2352, -5.6195, -4.7942], [7.5712, -6.5428, -4.0027], [6.2361, -6.4872, -2.7606], [7.6019, -5.4840, -2.4618], [5.3978, -4.5848, -3.0875], [7.1665, -4.0511, -5.6799], [7.5187, -3.3014, -4.0977], [5.8067, -1.9036, -3.0626], [5.2973, -0.7601, -4.4615], [7.0072, -1.3721, -4.2485], [5.6616, -6.5035, -5.0327], [4.4853, -5.9462, -4.2019], [-10.7095, -4.3381, -3.6185], [-9.9874, -3.2036, -4.3724], [-9.3443, -2.0921, -3.4542], [-8.0787, -2.6351, -2.9404], [-7.5586, -1.8604, -1.9446], [-9.0742, -3.8545, -5.3028], [-10.0664, -5.0474, -3.0974], [-11.3631, -5.0170, -4.1661], [-11.3316, -3.8823, -2.8483], [-10.7021, -2.5813, -4.9109], [-10.0360, -1.8153, -2.6586], [-8.9596, -1.2968, -4.0926], [-8.3799, -1.7855, -1.2318], [-7.2701, -0.9318, -2.4372], [-6.6681, -2.2797, -1.4764], [-9.4329, -4.0581, -6.2248], [-8.4303, -3.1545, -5.6426], [-0.4351, 7.2757, 3.5768], [0.6524, 8.2404, 3.1146], [1.8379, 7.3274, 2.6871], [2.6949, 7.7734, 1.5032], [1.7838, 8.1827, 0.3017], [0.8760, 9.3717, 0.6856], [0.0579, 8.9206, 1.8555], [-0.8224, 9.8927, 2.1742], [1.6465, 10.7311, 0.8606], [-0.1070, 9.5607, -0.5178], [1.0873, 9.1997, 4.2097], [-0.6152, 6.5421, 2.7910], [-1.3517, 7.7944, 3.8578], [-0.2152, 6.6791, 4.4621], [2.4930, 7.0882, 3.5248], [1.4391, 6.3604, 2.3805], [3.3505, 6.9302, 1.2854], [3.2812, 8.6530, 1.7689], [1.1167, 7.3381, 0.1292], [2.4311, 8.3833, -0.5520], [2.2386, 10.9724, -0.0222], [0.9856, 11.5360, 1.1822], [2.3625, 10.5802, 1.6685], [-0.7144, 10.4620, -0.4348], [0.4819, 9.9840, -1.3315], [-0.5540, 8.6696, -0.9585], [0.3570, 9.9621, 4.4807], [1.9351, 9.7861, 3.8554], [1.4305, 8.6192, 5.0660], [-1.6549, 9.5065, 1.8925], [-1.0288, -9.4505, -0.3798], [-0.8832, -7.9183, -0.5409], [-0.6452, -7.6212, -1.9292], [-0.0391, -9.8059, -0.6668], [-1.8167, -9.9104, -0.9763], [-1.3112, -9.5692, 0.6663], [0.0153, -7.6622, 0.0205], [-1.7509, -7.3803, -0.1593], [-0.3536, -6.7067, -1.9474], [-3.7143, -1.3564, 7.2607], [-3.9699, -1.6933, 5.8207], [-4.4785, -0.6065, 5.1488], [-3.2726, -2.1731, 7.8317], [-4.6488, -1.0214, 7.7108], [-3.0576, -0.5055, 7.4420], [-4.6800, -2.4942, 5.6148], [-3.0967, -2.0334, 5.2639], [-3.7760, -0.0913, 4.7455]],
  "forces_ev_per_a": [[0.2, 0.2, 0.1], [-0.2, 0.3, -0.8], [0.3, -2.8, -0.5], [0.1, 1.6, 0.9], [-0.4, 0.4, 0.1], [0.5, -0.2, 0.2], [-0.1, 0.2, -0.2], [0.4, -0.4, 1.2], [-0.5, 1.0, -0.9], [0.3, 0.1, 0.8], [0.0, 0.4, -0.8], [0.2, -1.2, 1.2], [-0.3, 0.5, -0.8], [0.4, -0.4, -0.3], [0.0, -0.9, -0.1], [0.2, 1.3, 0.1], [-1.0, -0.1, 0.2], [-1.1, -1.0, 2.6], [1.1, 0.1, -1.9], [1.2, -0.9, -0.6], [-0.6, 1.3, 0.1], [0.4, -0.1, -0.7], [-1.1, 0.5, -1.1], [0.5, 0.2, -0.1], [-0.6, 0.6, -0.3], [-0.7, -0.1, 0.3], [-0.6, -0.2, -0.6], [-0.1, 0.1, 0.4], [-0.2, -0.3, 0.5], [0.3, -0.5, 0.0], [0.1, -0.1, 0.9], [-0.1, -0.3, 0.1], [0.4, 0.8, 0.9], [0.9, 0.0, -0.3], [-1.2, 1.7, 0.9], [1.4, -0.2, -2.1], [-0.8, -0.8, 2.7], [-0.6, -0.4, -0.6], [1.0, -1.5, -1.2], [-1.4, -0.5, -0.2], [0.1, 0.2, 0.2], [0.6, -1.0, 0.1], [0.7, -0.3, -0.2], [0.5, 1.1, 0.0], [-0.3, -0.1, 0.0], [0.6, 0.2, -0.2], [-0.4, 0.5, 0.2], [0.1, -0.1, 0.5], [0.1, 1.3, 0.6], [0.4, 0.0, -0.4], [-0.7, 0.0, -0.3], [-0.3, 0.5, 1.0], [-0.7, -0.2, 0.3], [2.4, -2.8, -1.1], [-1.6, -2.0, -1.4], [-0.1, 0.9, 0.4], [1.6, 0.9, -0.6], [0.6, 0.4, 0.0], [0.0, 0.5, -0.7], [-0.2, 0.0, 0.1], [-0.6, -0.2, -0.1], [0.1, 0.2, 0.0], [-0.9, 0.6, 0.0], [0.5, 0.8, 0.8], [0.0, 0.8, 0.8], [-0.1, -0.3, -0.1], [-1.3, -0.6, 0.2], [0.8, 0.4, 0.5], [-0.6, 0.0, 0.3], [0.0, -0.1, -1.3], [0.0, 0.0, -0.6], [-0.9, 0.8, -0.1], [0.7, -0.2, 1.7], [-0.5, -0.1, -0.8], [2.8, -2.2, -0.4], [-1.6, 1.4, 1.0], [0.0, -1.4, 0.9], [1.3, 1.2, -0.4], [0.4, 0.5, -0.4], [-0.3, 0.2, -0.1], [-0.2, 0.1, -0.3], [0.6, 0.2, 0.2], [-0.1, 0.3, 0.3], [-0.3, -0.1, 0.0], [0.2, 0.2, -0.3], [0.4, -0.1, 0.1], [0.0, 0.0, -0.5], [-0.4, 0.1, -0.2], [-0.3, 0.1, -0.1], [-0.1, 0.0, -0.3], [0.1, 0.2, 0.1], [-1.0, -0.6, 0.7], [0.7, -0.5, -0.3], [-0.4, 0.1, 0.6], [-0.3, -0.4, 0.1], [0.3, -0.1, 0.0], [-0.2, 0.1, 0.2], [-0.4, 0.3, 0.1], [-0.1, 1.6, -0.1], [0.1, -1.1, -0.8], [-0.3, 0.0, 0.6], [-0.3, -0.7, 0.3], [0.1, 0.2, -0.2], [0.5, -0.6, 0.1], [-0.1, 0.3, 0.3], [0.0, 0.1, 0.0], [0.1, 0.2, -0.3], [-0.1, 0.0, 0.8], [0.9, -0.9, -0.7], [-1.0, 1.8, -1.0], [-0.3, -0.2, 0.0], [-0.2, -0.4, 0.2], [0.3, 0.1, -0.6], [-0.2, -0.2, 0.8], [0.6, -0.2, 0.4], [0.0, 0.0, 0.1]]
}



{
  "formula": "C2H5O5",
  "method": "ωB97M-V/def2-TZVPD",
  "spin_multiplicity": 4,
  "e_lumo_ev": [0.3, -2.3],
  "largest_force_ev_per_a": 8.25,
  "e_homo_ev": [-7.34, -10.57],
  "e_tot_ha": -454.99125,
  "e_above_lowest_kcal_mol": 5.3,
  "species": ["O", "O", "H", "O", "C", "C", "O", "O", "H", "H", "H", "H"],
  "coordinates": [[0.1854, -3.9248, 0.9225], [-0.8865, -4.4432, 1.6430], [0.0023, -2.9818, 0.6651], [-1.3308, -0.4441, 0.2627], [-0.1538, -0.1517, 0.1005], [0.3817, 1.2683, 0.0917], [-0.1059, 1.7035, -1.1690], [0.0539, 3.2057, -1.1454], [0.6705, -0.8460, -0.2509], [0.0515, 1.9383, 0.8912], [1.4695, 1.2618, 0.0130], [-0.3376, 3.4140, -2.0243]],
  "forces_ev_per_a": [[-1.6, -0.7, 1.1], [2.1, 1.6, -1.6], [-0.6, -0.9, 0.6], [2.0, 0.1, 0.0], [-0.7, -0.1, -0.2], [-0.4, -0.6, -0.4], [-0.4, -7.4, 0.5], [0.2, 8.2, -0.9], [-0.9, -0.2, 0.3], [-0.1, -0.1, -0.1], [0.1, 0.0, 0.2], [0.3, 0.0, 0.6]]
}



{
  "formula": "C4H8O",
  "method": "ωB97M-V/def2-TZVPD",
  "smiles": "CC(C)C=O",
  "e_lumo_ev": 1.1,
  "largest_force_ev_per_a": 5.84,
  "e_homo_ev": -9.33,
  "e_tot_ha": -232.37291,
  "e_above_lowest_kcal_mol": 45.6,
  "species": ["C", "C", "C", "C", "O", "H", "H", "H", "H", "H", "H", "H", "H"],
  "coordinates": [[0.6378, -0.5769, 1.2791], [0.5457, 0.5081, 0.1530], [1.2277, 0.0908, -1.1821], [-1.0946, 0.4278, 0.1855], [-1.6013, -0.3857, -0.5444], [1.4725, -0.3462, 2.0390], [-0.2339, -0.6101, 1.8527], [0.7228, -1.6477, 1.1362], [0.7070, 1.5039, 0.5755], [2.2712, 0.1387, -1.1813], [1.0899, 1.0665, -1.7909], [0.6923, -0.6919, -1.6141], [-1.8114, 0.9733, 0.7245]],
  "forces_ev_per_a": [[3.2, 0.8, 1.8], [-2.7, -1.7, 1.5], [-2.2, 5.4, 0.6], [2.6, -1.5, -4.0], [-0.4, -0.5, -0.3], [-1.1, -0.2, -1.1], [-1.6, 0.5, 1.3], [0.4, -0.1, -1.5], [0.9, -0.2, -0.2], [1.7, -1.1, 0.6], [-0.3, -1.6, 0.2], [-0.3, -1.4, -0.8], [-0.2, 1.6, 1.9]]
}



{
  "formula": "C3H6O3",
  "method": "ωB97M-V/def2-TZVPD",
  "smiles": "COC(=O)C=O.[H][H]",
  "e_lumo_ev": 0.7,
  "largest_force_ev_per_a": 1.82,
  "e_homo_ev": -9.97,
  "e_tot_ha": -343.52867,
  "e_above_lowest_kcal_mol": 79.0,
  "species": ["C", "O", "C", "O", "C", "O", "H", "H", "H", "H", "H", "H"],
  "coordinates": [[2.1004, -0.2935, 0.2587], [0.7247, -0.3534, 0.6244], [-0.1407, 0.0632, -0.2969], [0.1218, 0.3598, -1.4333], [-1.4658, 0.1246, 0.4812], [-1.8523, 1.1552, 0.9885], [2.2984, -0.9606, -0.5814], [2.3644, 0.7303, -0.0141], [2.6409, -0.6090, 1.1483], [-1.9014, -0.8788, 0.6845], [-2.3685, 0.0257, -1.1336], [-2.5219, 0.6366, -0.7262]],
  "forces_ev_per_a": [[0.4, 0.0, -0.1], [0.0, 0.0, 0.0], [0.2, 0.3, -0.1], [-0.3, -0.2, 0.6], [0.3, 0.5, 1.2], [0.7, -0.5, 0.8], [0.0, 0.1, 0.1], [0.0, -0.1, 0.0], [0.1, 0.0, -0.1], [0.0, 0.3, 0.1], [-0.7, 0.2, -1.0], [-0.7, -0.5, -1.6]]
}



{
  "formula": "C36H53F4N8PW",
  "method": "ωB97M-V/def2-TZVPD",
  "charge": 2,
  "spin_multiplicity": 3,
  "e_lumo_ev": [-5.3, -5.8],
  "largest_force_ev_per_a": 0.61,
  "e_homo_ev": [-12.57, -12.69],
  "e_tot_ha": -2649.17653,
  "species": ["W", "C", "N", "C", "C", "C", "N", "C", "C", "F", "C", "F", "C", "C", "F", "C", "F", "H", "H", "H", "H", "H", "H", "H", "H", "H", "H", "H", "C", "N", "C", "C", "N", "N", "C", "N", "N", "H", "H", "H", "H", "H", "H", "H", "H", "H", "H", "H", "C", "C", "C", "P", "C", "C", "C", "C", "C", "C", "C", "C", "C", "C", "N", "C", "C", "C", "C", "C", "C", "C", "C", "C", "H", "H", "H", "H", "H", "H", "H", "H", "H", "H", "H", "H", "H", "H", "H", "H", "H", "H", "H", "H", "H", "H", "H", "H", "H", "H", "H", "H", "H", "H", "H"],
  "coordinates": [[0.0922, 0.2593, 0.0292], [-3.2103, 0.6576, -0.5220], [-2.2762, -0.0950, 0.3445], [-2.6958, -1.5087, 0.2620], [-2.4366, 0.3768, 1.7411], [-1.3354, -0.1889, 2.6072], [-0.0179, 0.1968, 2.0565], [0.9479, 0.3864, 3.0549], [1.8520, 1.4450, 3.0377], [1.8599, 2.2985, 2.0043], [2.7963, 1.6226, 4.0347], [3.6306, 2.6581, 3.9312], [2.8926, 0.7517, 5.1028], [2.0150, -0.3140, 5.1278], [2.0705, -1.2071, 6.1101], [1.0760, -0.4988, 4.1259], [0.3136, -1.6062, 4.1617], [-4.2395, 0.3844, -0.2701], [-3.0282, 0.4045, -1.5657], [-3.0831, 1.7236, -0.3788], [-2.0687, -2.1458, 0.8763], [-2.6468, -1.8406, -0.7744], [-3.7328, -1.5995, 0.5989], [-3.4238, 0.0968, 2.1266], [-2.3757, 1.4644, 1.7216], [-1.4212, -1.2762, 2.6956], [-1.4612, 0.2136, 3.6174], [3.6259, 0.8938, 5.8822], [0.3616, -5.2672, -1.4466], [0.3380, -4.2214, -0.4266], [0.6789, -4.5966, 0.9424], [0.0934, -2.9342, -0.7171], [0.2714, -1.9445, 0.1094], [-0.4207, -2.6999, -1.9830], [-0.6029, -1.4808, -2.5936], [-1.1055, -1.5528, -3.8453], [-0.3153, -0.3615, -2.0104], [0.9506, -6.0980, -1.0691], [0.8522, -4.9149, -2.3543], [-0.6404, -5.6402, -1.6732], [0.5100, -5.6631, 1.0598], [0.0324, -4.0818, 1.6540], [1.7252, -4.3795, 1.1706], [0.6978, -2.2520, 0.9754], [-0.7409, -3.5086, -2.4907], [-1.1634, -2.4205, -4.3503], [-1.2294, -0.7116, -4.3831], [-0.4605, 0.4360, -2.6225], [3.5034, -1.1734, 1.6008], [3.9117, -0.1614, 0.5265], [4.7665, 0.9440, 1.1490], [2.5369, 0.4606, -0.5889], [3.1325, -0.2271, -2.1996], [3.0359, -1.7506, -2.2543], [2.5367, 0.4178, -3.4438], [2.6070, 2.2326, -0.8576], [3.7617, 2.9254, -1.2150], [3.7468, 4.2916, -1.4575], [4.9994, 5.0389, -1.8069], [2.5221, 4.9469, -1.3456], [1.3569, 4.2722, -1.0271], [1.3828, 2.8991, -0.7863], [0.1894, 2.1709, -0.4919], [-1.0136, 2.9561, -0.6366], [-1.5647, 3.5902, 0.4869], [-0.8446, 3.6316, 1.8058], [-2.7688, 4.2652, 0.3382], [-3.4053, 4.3870, -0.8941], [-4.7020, 5.1324, -1.0125], [-2.7783, 3.8421, -2.0051], [-1.5825, 3.1378, -1.9014], [-0.9459, 2.6377, -3.1707], [4.3370, -1.8521, 1.7808], [2.6413, -1.7755, 1.3230], [3.2771, -0.6869, 2.5449], [4.5354, -0.7074, -0.1882], [4.1610, 1.6604, 1.7024], [5.3521, 1.4886, 0.4132], [5.4696, 0.4870, 1.8462], [4.1967, 0.0467, -2.1632], [3.2759, -2.2339, -1.3057], [3.7234, -2.1430, -3.0037], [2.0292, -2.0554, -2.5474], [1.5252, 0.0550, -3.6352], [3.1417, 0.1543, -4.3118], [2.5119, 1.5041, -3.3767], [4.6993, 2.3937, -1.3185], [5.8089, 4.3565, -2.0584], [5.3284, 5.6522, -0.9679], [4.8392, 5.7035, -2.6545], [2.4750, 6.0134, -1.5221], [0.4272, 4.8190, -0.9681], [-0.6879, 2.6407, 2.2335], [-1.4036, 4.2336, 2.5192], [0.1430, 4.0765, 1.6864], [-3.2050, 4.7451, 1.2054], [-4.6013, 6.1463, -0.6254], [-5.4867, 4.6420, -0.4357], [-5.0308, 5.1963, -2.0473], [-3.2226, 3.9786, -2.9833], [-0.9202, 3.4327, -3.9159], [-1.5378, 1.8299, -3.6174], [0.0855, 2.3144, -3.0254]],
  "forces_ev_per_a": [[-0.4, -0.2, 0.4], [0.0, 0.0, 0.0], [0.2, 0.1, 0.1], [0.0, 0.0, 0.0], [0.0, 0.0, 0.0], [-0.2, 0.1, 0.1], [-0.2, 0.1, -0.5], [0.2, -0.2, 0.0], [0.1, 0.0, 0.1], [-0.1, 0.1, 0.0], [0.0, -0.1, 0.1], [0.0, 0.0, 0.0], [-0.1, 0.0, -0.1], [-0.1, 0.0, -0.1], [0.0, 0.0, 0.0], [0.2, 0.0, 0.1], [0.1, 0.0, 0.0], [0.0, 0.0, 0.0], [0.0, 0.0, 0.0], [0.0, 0.0, 0.0], [0.0, 0.0, 0.0], [0.0, 0.0, 0.0], [0.0, 0.0, 0.0], [0.0, 0.0, 0.0], [0.0, 0.0, 0.0], [-0.1, 0.1, 0.0], [0.1, 0.0, -0.1], [0.0, 0.0, 0.0], [0.0, 0.0, -0.1], [0.0, 0.2, 0.0], [0.0, 0.0, 0.1], [0.0, -0.1, 0.1], [0.1, -0.1, -0.1], [0.0, 0.0, -0.1], [0.0, 0.0, -0.1], [0.1, 0.0, 0.1], [-0.2, -0.1, 0.0], [0.0, 0.0, 0.0], [0.0, 0.0, 0.0], [0.0, 0.0, 0.0], [0.0, 0.0, 0.0], [0.0, 0.0, 0.0], [0.0, 0.0, 0.0], [0.0, 0.0, 0.0], [0.0, 0.0, 0.0], [0.0, 0.0, 0.0], [0.0, 0.0, 0.0], [0.0, 0.0, 0.0], [-0.1, 0.0, 0.0], [0.1, 0.0, -0.2], [0.0, 0.0, 0.0], [0.1, 0.0, 0.3], [0.1, 0.0, 0.0], [0.0, -0.1, 0.0], [-0.1, 0.0, -0.1], [0.1, 0.1, 0.0], [0.0, 0.0, 0.0], [0.0, -0.1, 0.0], [0.0, 0.0, 0.0], [0.0, 0.0, 0.0], [0.1, 0.0, 0.0], [-0.1, 0.0, 0.0], [0.1, 0.1, -0.1], [0.0, 0.0, -0.1], [0.0, 0.0, -0.1], [0.0, -0.1, 0.0], [0.1, 0.0, 0.0], [0.0, 0.0, 0.0], [0.0, 0.0, 0.0], [0.0, 0.0, 0.1], [-0.1, 0.0, 0.1], [0.1, 0.0, 0.0], [0.0, 0.0, 0.0], [0.0, -0.1, -0.1], [0.0, 0.1, 0.0], [0.0, 0.1, 0.0], [0.1, 0.0, -0.1], [0.0, 0.0, 0.0], [0.0, 0.0, 0.0], [-0.1, 0.0, 0.0], [0.0, 0.0, 0.0], [0.0, 0.0, 0.0], [0.0, 0.0, 0.0], [0.1, 0.0, 0.0], [0.0, 0.0, 0.0], [0.0, 0.0, 0.0], [0.0, 0.0, 0.0], [0.0, 0.0, 0.0], [0.0, 0.0, 0.0], [0.0, 0.0, 0.0], [0.0, 0.1, 0.0], [0.0, 0.0, 0.0], [0.0, 0.0, 0.0], [0.0, 0.0, 0.0], [0.0, 0.0, 0.0], [0.0, 0.0, 0.0], [0.0, 0.0, 0.0], [0.0, 0.0, 0.0], [0.0, 0.0, 0.0], [0.0, 0.0, -0.1], [0.0, 0.0, 0.0], [0.0, 0.0, 0.0], [0.0, 0.0, 0.0]]
}